Version a
Computed, not measured: an isolated molecule of C3H4N2S, with wB97M-V/def2-TZVPD.

XYZ file:
```
10
Properties=species:S:1:pos:R:3:lowdin_charge:R:1
C -2.39589 -0.76244 0.35083 -0.284
C 0.55997 0.73626 -0.61236 -0.235
C 1.53346 0.28056 0.26955 -0.222
N -3.40131 -0.42279 -0.04605 0.047
N -0.84480 -1.41318 0.99004 -0.444
S 0.15106 -1.22952 -0.13708 0.887
H -0.25252 1.38841 -0.40968 0.083
H 0.57736 0.65875 -1.64260 0.044
H 2.52600 0.00597 0.06398 0.065
H 1.54665 0.75798 1.17337 0.058
```

HOMO-LUMO gap   9.7 eV
Net charge   0
LUMO   -0.125 eV
Multiplicity   1
HOMO energy   -9.8 eV



Version b
Computed, not measured: a cluster of 2 separate species, C3H4N2S in total, with wB97M-V/def2-TZVPD.

XYZ file:
```
10
Properties=species:S:1:pos:R:3:lowdin_charge:R:1
C 2.05715 -0.17035 -1.22696 -0.101
C 2.11270 -0.14166 0.00556 -0.799
S 2.28868 -0.15798 1.54551 0.791
H 2.52443 -0.91324 -1.81069 0.078
H 1.72124 0.52241 -1.93231 0.071
N -1.39126 -0.70775 1.57674 0.130
C -0.90438 -0.97981 0.49552 -0.468
N -0.60990 -1.33412 -0.57806 0.167
H -1.08823 0.11862 2.10197 0.067
H 0.25786 -1.78044 -0.82738 0.064
```

HOMO-LUMO gap   8.6 eV
Net charge   0
SMILES   C=C=S.N=C=N
LUMO   -0.393 eV
Multiplicity   1
HOMO energy   -9.0 eV



Q: Which of them is the least stable? A: version a.



Version a
Computed, not measured: an isolated molecule of CH2N2O2S, with wB97M-V/def2-TZVPD.

XYZ file:
```
8
Properties=species:S:1:pos:R:3:lowdin_charge:R:1
C -0.17146 -0.34947 -0.59029 -0.914
N -1.04090 0.68891 -0.68442 0.059
N 0.68613 -0.60795 0.40097 0.081
O -0.22075 1.53393 1.09380 -0.085
O -1.13123 1.57661 0.17792 -0.013
S -0.07211 -1.38217 -1.86560 0.703
H 0.60680 -0.11179 1.26271 0.080
H 1.34352 -1.34808 0.20492 0.091
```

HOMO-LUMO gap (spin up / spin down)   6.5 / 6.5 eV
Net charge   0
LUMO (spin up / spin down)   -2.777 / -2.771 eV
Multiplicity   1
HOMO energy (spin up / spin down)   -9.2 / -9.2 eV



Version b
Computed, not measured: a structure of composition CH2N2O2S, with wB97M-V/def2-TZVPD.

XYZ file:
```
8
Properties=species:S:1:pos:R:3:lowdin_charge:R:1
C 0.11653 0.13015 -0.22727 -0.159
N 0.96440 0.45972 -1.13348 -0.160
N 1.33879 0.88200 -2.10191 0.288
O -2.20826 -0.48515 -1.91991 -0.472
O -0.85078 1.47280 -2.52512 -0.488
S -1.70382 0.81723 -1.54596 0.802
H -0.06026 -0.92574 -0.09022 0.096
H 0.13101 0.73035 0.67074 0.093
```

HOMO-LUMO gap   9.6 eV
Net charge   0
LUMO   0.046 eV
Multiplicity   1
HOMO energy   -9.6 eV



Q: Which of them is the least stable? A: version a.



Version a
Computed, not measured: an isolated molecule of CH2N2O2S, with wB97M-V/def2-TZVPD.

XYZ file:
```
8
Properties=species:S:1:pos:R:3:lowdin_charge:R:1
N 0.21995 1.18905 -0.33026 0.117
C -0.18504 -0.07440 -0.56863 -0.798
S -0.37749 -0.98225 -1.88011 0.772
N -0.32202 -0.86293 0.79751 -0.424
O -0.09473 -0.18687 1.74926 0.066
O -0.50144 -2.03231 0.79172 0.070
H 0.51555 1.48157 0.57153 0.097
H 0.74522 1.46814 -1.13103 0.099
```

HOMO-LUMO gap   8.6 eV
Net charge   0
SMILES   NC(=S)[N+](=O)[O-]
LUMO   -0.938 eV
Multiplicity   1
HOMO energy   -9.5 eV



Version b
Computed, not measured: a cluster of 2 separate species, CH2N2O2S in total, with wB97M-V/def2-TZVPD.

XYZ file:
```
8
Properties=species:S:1:pos:R:3:lowdin_charge:R:1
C 1.57233 -0.04659 -0.05740 -0.037
N 0.55302 -0.71052 -0.37996 -0.206
N -0.36851 -1.22906 -0.80336 0.124
O -1.54078 1.33970 -0.37653 -0.449
O -2.13320 -0.16731 1.31112 -0.458
S -2.20459 0.11846 -0.11651 0.795
H 1.81217 1.08582 -0.34179 0.130
H 2.30955 -0.39050 0.76443 0.100
```

HOMO-LUMO gap   8.7 eV
Net charge   0
LUMO   -0.777 eV
Multiplicity   1
HOMO energy   -9.5 eV



Q: Which of them is the least stable? A: version a.